Entry from the Open Molecules 2025 dataset: C12H13MgN as an isolated structure (ωB97M-V/def2-TZVPD).

```
27
Properties=species:S:1:pos:R:3:forces:R:3:lowdin_charge:R:1
Mg -0.033 -0.223 0.058 1.024 0.203 -1.771 0.80
C 0.895 -0.522 -2.069 -1.604 2.462 0.339 -0.37
H 0.398 0.468 -2.213 0.613 -0.043 -0.965 -0.07
H 1.980 -0.387 -2.159 -0.134 0.070 0.121 -0.04
H 0.541 -1.178 -2.881 -0.036 0.068 0.395 -0.04
H 1.285 -2.113 -1.271 -1.080 -0.816 2.999 0.04
H 0.952 -2.213 -0.504 1.441 -1.517 -1.393 0.00
C -4.250 0.763 -0.718 0.414 -0.113 -0.023 -0.05
C -4.539 1.554 0.402 0.515 -0.179 -0.121 -0.04
C -3.526 1.842 1.316 0.128 0.023 -0.138 0.00
C -2.236 1.328 1.113 -0.249 -0.283 -0.521 -0.20
N -1.991 0.544 0.026 -0.470 -0.084 0.013 0.01
C -2.952 0.273 -0.879 -0.486 0.653 0.948 -0.10
C -1.080 1.590 2.020 0.395 1.066 1.799 -0.22
C -1.197 2.377 3.209 0.174 -0.535 -0.933 -0.03
C -0.065 2.574 4.022 -0.396 -0.082 -0.342 -0.09
C 1.176 2.020 3.673 0.057 -0.308 -0.632 -0.08
C 1.302 1.249 2.486 -0.383 1.344 1.990 -0.14
C 0.174 1.066 1.721 -0.020 -1.781 -1.824 -0.18
H -4.994 0.517 -1.470 0.016 0.126 0.209 0.10
H -5.541 1.948 0.546 0.166 -0.052 0.009 0.11
H -3.696 2.483 2.183 -0.152 -0.272 -0.368 0.11
H -2.684 -0.348 -1.734 0.069 0.145 0.236 0.12
H -2.172 2.813 3.442 0.482 0.018 0.328 0.09
H -0.167 3.172 4.931 0.084 -0.214 -0.304 0.10
H 2.051 2.181 4.307 -0.313 0.022 -0.078 0.10
H 2.270 0.821 2.225 -0.255 0.078 0.028 0.09
```
Positions in Å, forces in eV/Å.

Frontier orbital gap (eV): 6.5
Energy above the lowest of the compared OMol25 structures with the same formula, charge and spin (eV): 0.7263